The following is a quantum chemistry calculation of a structure of composition C11H24ClIN2O2PSTm at a distorted geometry, from OMol25.

Results
Energy above the lowest of the compared OMol25 structures with the same formula, charge and spin   54.18 kJ/mol
Kohn-Sham gap (alpha / beta)   6.379 / 6.381 eV
HOMO level (alpha / beta)   -14.82 / -14.82 eV
2S+1   3
Total charge   +2
E_tot   -89136.6843 eV
Largest force on an atom   6.5 eV Å⁻¹

Each line ends with the natural charge from an NBO analysis.
Atoms and positions in Å:
C: -2.81462 2.33490 -4.63587  -0.83
C: -2.76709 1.06234 -4.00690  0.99
H: -3.64868 2.35864 -5.37826  0.36
H: -1.82842 2.51570 -5.11137  0.36
H: -2.97567 3.09548 -3.85909  0.35
O: -2.87356 -0.09390 -3.87590  -0.25
I: -3.27569 1.16918 0.99120  -0.39
Tm: -0.82287 0.90769 -0.39689  1.24
P: 1.22934 -0.70778 -1.54275  0.77
C: 1.40604 -2.51922 -1.37687  -0.93
C: 1.05968 -0.59685 -3.37986  -0.93
H: 3.06243 0.83840 -1.23782  0.25
H: 3.61719 -0.62728 -2.12998  0.26
H: 3.34601 -0.68106 -0.34834  0.26
C: 2.99683 -0.25548 -1.29869  -0.91
H: 0.92829 0.45745 -3.65770  0.25
H: 1.95065 -1.00452 -3.89359  0.26
H: 2.17717 -2.88030 -2.08428  0.26
H: 0.44657 -3.01392 -1.57345  0.24
H: 0.16371 -1.14642 -3.70354  0.23
H: 1.70434 -2.75894 -0.34896  0.25
C: -0.99238 -1.40689 0.35596  0.50
O: -1.11472 -2.44166 0.85246  -0.38
Cl: -0.43634 2.60931 -2.16073  -0.57
C: 2.07298 -1.07620 5.90678  -0.62
C: 1.36483 0.11615 5.30884  -0.22
N: 1.06103 -0.14484 3.87939  -0.60
C: 0.21952 0.67855 3.19202  0.41
S: 0.72934 1.40546 1.70526  -0.28
N: -0.98136 0.94758 3.71867  -0.55
C: -1.66894 0.05090 4.69786  -0.23
C: -2.22678 0.79297 5.90906  -0.63
H: 1.36482 -1.90820 5.98493  0.22
H: 2.44759 -0.79361 6.90946  0.25
H: 2.91913 -1.40155 5.30520  0.22
H: 0.42111 0.28690 5.83189  0.21
H: 1.95533 1.03934 5.40126  0.21
H: 1.89170 -0.41562 3.33348  0.41
H: -1.59997 1.48186 3.10391  0.43
H: -2.49956 -0.45478 4.17250  0.22
H: -0.92508 -0.69730 4.98743  0.22
H: -3.11276 1.39205 5.66609  0.23
H: -2.50915 0.00660 6.62926  0.24
H: -1.46801 1.43523 6.38093  0.22

The following is a quantum chemistry calculation of the ion C6H11N with charge -1 at a distorted geometry, from OMol25.

Results
Energy above the lowest of the compared OMol25 structures with the same formula, charge and spin   73.34 kJ/mol
Kohn-Sham gap (alpha / beta)   1.966 / 7.193 eV
HOMO level (alpha / beta)   1.46 / -3.85 eV
2S+1   2
Total charge   -1
E_tot   -7887.7048 eV
Largest force on an atom   1.0 eV Å⁻¹

Each line ends with the natural charge from an NBO analysis.
Atoms and positions in Å:
C: -0.48224 -0.43550 1.37636  -0.42
C: -0.40502 -1.41246 2.29499  -0.35
N: 0.09944 -1.22273 3.56074  -1.06
C: -0.83668 -0.50072 -0.08267  -0.47
C: 0.16194 0.24866 -0.93883  -0.17
C: -0.16971 0.98545 -1.99575  -0.24
C: 0.82142 1.66374 -2.89531  -0.64
H: -0.10130 0.54663 1.64313  0.17
H: -0.61749 -2.44413 2.07485  0.18
H: 0.31856 -2.03402 4.12799  0.27
H: 0.71254 -0.43395 3.68398  0.34
H: -0.82272 -1.51905 -0.49170  0.21
H: -1.83300 -0.07566 -0.25448  0.18
H: 1.17713 0.12729 -0.57330  0.19
H: -1.24298 0.97208 -2.17454  0.18
H: 0.50041 1.58836 -3.93473  0.20
H: 1.80454 1.21809 -2.76168  0.21
H: 0.91518 2.72792 -2.65904  0.20

The following is a quantum chemistry calculation of a structure of composition C3H6O2P at a distorted geometry, from OMol25.

Results
Energy above the lowest of the compared OMol25 structures with the same formula, charge and spin   538.67 kJ/mol
Kohn-Sham gap   7.311 eV
HOMO level   -3.32 eV
Total charge   -1
E_tot   -16588.6883 eV
Largest force on an atom   5.6 eV Å⁻¹

Each line ends with the natural charge from an NBO analysis.
Atoms and positions in Å:
C: -1.11994 1.56868 0.22935  -0.38
C: 1.21366 -1.22114 -1.16173  -1.25
C: -0.39257 0.59572 0.75802  -0.57
O: 2.50489 1.77170 -0.41741  -1.03
O: 1.85882 -0.59313 1.35904  -1.00
P: 1.17600 0.03968 0.02370  1.74
H: -2.11825 1.81205 0.56508  0.17
H: -0.68979 2.18724 -0.54033  0.21
H: 0.77460 -0.86511 -2.09085  0.20
H: 0.64915 -2.07240 -0.76435  0.19
H: -0.77386 -0.05785 1.53949  0.21
H: 2.77751 -0.45976 1.12258  0.51

The following is a quantum chemistry calculation of a structure of composition C2H7OS at a distorted geometry, from OMol25.

Results
Energy above the lowest of the compared OMol25 structures with the same formula, charge and spin   86.32 kJ/mol
Kohn-Sham gap   6.960 eV
HOMO level   -2.68 eV
Total charge   -1
E_tot   -15070.5111 eV
Largest force on an atom   1.5 eV Å⁻¹

Each line ends with the natural charge from an NBO analysis.
Atoms and positions in Å:
C: 1.85697 0.44527 0.85463  -0.73
S: 1.34012 -0.65427 -0.50938  -0.61
H: 2.43888 -0.14061 1.55253  0.18
H: 2.48766 1.26278 0.46873  0.17
H: 0.99456 0.86443 1.34818  0.19
H: -0.06368 0.39645 -0.73990  0.43
C: -1.84051 -0.48139 -0.60759  -0.25
O: -1.05399 0.69447 -0.62231  -0.83
H: -1.29826 -1.26063 -0.09561  0.18
H: -2.76604 -0.27349 -0.04490  0.14
H: -2.09570 -0.85301 -1.60437  0.13

The following is a quantum chemistry calculation of a cluster of 7 separate species, BrH12O6 in total, from OMol25.

Results
Energy above the lowest of the compared OMol25 structures with the same formula, charge and spin   184.68 kJ/mol
Kohn-Sham gap   6.752 eV
HOMO level   -4.05 eV
Total charge   -1
E_tot   -82524.5555 eV
Largest force on an atom   0.4 eV Å⁻¹

Each line ends with the natural charge from an NBO analysis.
Atoms and positions in Å:
Br: 0.56944 0.61661 0.69914  -1.00
O: -2.39785 4.07943 -2.38320  -0.95
H: -1.87993 3.51230 -1.81192  0.49
H: -2.59803 3.53481 -3.14449  0.46
O: 1.90377 -2.39618 -3.99984  -0.94
H: 1.68702 -2.01639 -3.14836  0.48
H: 1.64670 -1.72659 -4.63372  0.46
O: -3.76284 -0.62400 5.32276  -0.94
H: -3.47273 -0.62196 6.23494  0.46
H: -2.99290 -0.34813 4.82544  0.48
O: -3.08342 -3.39528 -2.42429  -0.94
H: -2.68724 -2.61666 -2.03309  0.48
H: -3.48436 -3.07945 -3.23406  0.46
O: 4.86785 1.84051 -3.24696  -0.94
H: 4.75841 2.68553 -3.68307  0.46
H: 4.11435 1.77377 -2.66044  0.48
O: 2.53584 -0.18975 6.62853  -0.94
H: 2.03943 0.04333 5.84400  0.48
H: 2.23648 -1.07187 6.84869  0.46

The following is a quantum chemistry calculation of a cluster of 2 separate species, C4H7NO4 in total at a distorted geometry, from OMol25.

Results
Energy above the lowest of the compared OMol25 structures with the same formula, charge and spin   231.05 kJ/mol
Kohn-Sham gap   9.297 eV
HOMO level   -9.87 eV
E_tot   -13940.2424 eV
Largest force on an atom   3.2 eV Å⁻¹
SMILES   CC(=O)C(=O)O.NC=O

Each line ends with the natural charge from an NBO analysis.
Atoms and positions in Å:
C: -1.65941 0.79809 -0.53033  -0.69
C: -0.20060 0.60288 -0.19948  0.43
O: 0.36232 1.34035 0.65901  -0.61
C: 0.69753 0.19452 -1.38836  0.71
O: 1.70105 -0.45558 -1.27547  -0.55
O: 0.30050 0.75200 -2.54264  -0.68
H: -1.75579 1.59260 -1.26929  0.26
H: -2.08204 -0.11512 -0.95186  0.23
H: -2.20624 1.09098 0.36472  0.24
H: 0.88654 0.45452 -3.25803  0.51
N: 1.04346 -0.64081 2.15652  -0.83
C: 0.29189 -1.52408 1.55538  0.65
O: 0.14947 -2.70513 1.52559  -0.56
H: 0.90617 0.38018 1.75699  0.45
H: 1.75108 -0.94968 2.80738  0.42
H: -0.18592 -0.81572 0.58986  0.02

Look up the energy above the lowest of the compared OMol25 structures with the same formula, charge and spin of the fourth one.
86.32 kJ/mol

Which of these has the highest largest force on an atom?
C11H24ClIN2O2PSTm

largest force on an atom of number 1 (C11H24ClIN2O2PSTm)?
6.5 eV Å⁻¹

Copy entry 2 word for word.
The following is a quantum chemistry calculation of the ion C6H11N with charge -1 at a distorted geometry, from OMol25.

Results
Energy above the lowest of the compared OMol25 structures with the same formula, charge and spin   73.34 kJ/mol
Kohn-Sham gap (alpha / beta)   1.966 / 7.193 eV
HOMO level (alpha / beta)   1.46 / -3.85 eV
2S+1   2
Total charge   -1
E_tot   -7887.7048 eV
Largest force on an atom   1.0 eV Å⁻¹

Each line ends with the natural charge from an NBO analysis.
Atoms and positions in Å:
C: -0.48224 -0.43550 1.37636  -0.42
C: -0.40502 -1.41246 2.29499  -0.35
N: 0.09944 -1.22273 3.56074  -1.06
C: -0.83668 -0.50072 -0.08267  -0.47
C: 0.16194 0.24866 -0.93883  -0.17
C: -0.16971 0.98545 -1.99575  -0.24
C: 0.82142 1.66374 -2.89531  -0.64
H: -0.10130 0.54663 1.64313  0.17
H: -0.61749 -2.44413 2.07485  0.18
H: 0.31856 -2.03402 4.12799  0.27
H: 0.71254 -0.43395 3.68398  0.34
H: -0.82272 -1.51905 -0.49170  0.21
H: -1.83300 -0.07566 -0.25448  0.18
H: 1.17713 0.12729 -0.57330  0.19
H: -1.24298 0.97208 -2.17454  0.18
H: 0.50041 1.58836 -3.93473  0.20
H: 1.80454 1.21809 -2.76168  0.21
H: 0.91518 2.72792 -2.65904  0.20